[1]
The following is a quantum chemistry calculation of a molecular structure, C3HAlLiO4 in a non-equilibrium geometry, from the Open Molecules 2025 dataset.

```
10
Properties=species:S:1:pos:R:3
O -1.963 1.052 -0.104
C -0.840 1.481 0.101
O 0.243 0.651 0.164
O -0.513 2.640 0.522
Al -1.962 -0.800 -0.501
C -0.009 -0.624 -0.130
C 1.044 -1.486 -0.141
O 1.804 -2.337 -0.195
Li 3.489 -3.787 -0.383
H -1.293 3.210 0.666
```

Multiplicity ... 2
Gap between HOMO and LUMO (spin up / spin down) ... 6.847 / 8.313 eV
Net charge ... +4
HOMO (spin up / spin down) ... -29.290 / -30.668 eV

[2]
The following is a quantum chemistry calculation of a molecular structure, C3HAuO2 in a non-equilibrium geometry, from the Open Molecules 2025 dataset.

```
7
Properties=species:S:1:pos:R:3
C 1.727 0.526 -0.276
C 0.522 0.400 -0.100
Au 3.428 0.624 -0.456
O -1.470 1.016 -0.133
C -0.902 0.060 0.386
O -1.287 -1.156 0.015
H -2.018 -1.471 0.563
```

Multiplicity ... 3
Gap between HOMO and LUMO (spin up / spin down) ... 9.886 / 6.148 eV
Net charge ... +2
HOMO (spin up / spin down) ... -21.715 / -21.335 eV
ΔE to the lowest compared entry with this formula, charge and spin ... 0.00 kcal/mol

[3]
The following is a quantum chemistry calculation of a molecular structure, C3HAuO3 in a non-equilibrium geometry, from the Open Molecules 2025 dataset.

```
8
Properties=species:S:1:pos:R:3
C -0.605 0.503 0.041
C -1.158 -0.731 0.115
O -1.076 1.750 -0.071
H -2.034 1.735 -0.164
O 0.771 0.458 -0.069
Au 2.924 -1.356 0.337
O 0.052 -1.537 -0.053
C 1.126 -0.821 -0.137
```

Multiplicity ... 4
Gap between HOMO and LUMO (spin up / spin down) ... 6.231 / 4.136 eV
Net charge ... +1
HOMO (spin up / spin down) ... -11.283 / -13.974 eV
ΔE to the lowest compared entry with this formula, charge and spin ... 1.53 kcal/mol

[4]
The following is a quantum chemistry calculation of a molecular structure, C3HBr2ClF2O in a non-equilibrium geometry, from the Open Molecules 2025 dataset.

```
10
Properties=species:S:1:pos:R:3
C 3.018 -1.003 -0.378
C -0.733 -0.614 0.018
C 1.073 -0.483 0.126
O 3.391 -2.102 -0.354
F 1.266 0.875 -0.095
F 1.434 -0.769 1.391
Cl 3.990 0.365 -0.519
Br -1.069 -1.795 -1.437
Br -1.387 -1.423 1.709
H -0.962 0.397 0.086
```

Gap between HOMO and LUMO ... 9.204 eV
HOMO ... -10.006 eV

[5]
The following is a quantum chemistry calculation of 2 unconnected molecules or ions with the total composition C3HBr2ClF4 in a non-equilibrium geometry, from the Open Molecules 2025 dataset.

```
11
Properties=species:S:1:pos:R:3
C -0.823 0.760 -1.749
C 0.804 0.205 0.389
C 0.128 -0.653 1.426
F 1.289 1.366 0.868
F -0.657 -1.559 0.819
F -0.645 0.062 2.243
F 0.973 -1.358 2.204
Cl -0.157 -0.388 -2.754
Br -2.523 0.555 -1.030
Br 2.066 -0.764 -0.625
H -0.455 1.774 -1.794
```

Gap between HOMO and LUMO (spin up / spin down) ... 8.698 / 7.448 eV
HOMO (spin up / spin down) ... -9.402 / -8.623 eV
ΔE to the lowest compared entry with this formula, charge and spin ... 42.37 kcal/mol

[6]
The following is a quantum chemistry calculation of a molecular structure, C3HBr4O2 in a non-equilibrium geometry, from the Open Molecules 2025 dataset.

```
10
Properties=species:S:1:pos:R:3
C 0.974 -1.055 -2.882
C -0.101 1.305 2.649
C -0.939 0.256 0.575
O -0.049 -1.406 -3.258
O 2.020 -0.731 -2.554
Br 1.733 1.436 2.252
Br 0.042 -1.420 0.288
Br -2.833 -0.144 0.711
Br -0.640 1.427 -0.962
H -0.208 0.333 3.182
```

Gap between HOMO and LUMO ... 6.774 eV
Net charge ... -1
HOMO ... -3.826 eV
ΔE to the lowest compared entry with this formula, charge and spin ... 82.06 kcal/mol

[7]
The following is a quantum chemistry calculation of a molecular structure, C3HBrI2O in a non-equilibrium geometry, from the Open Molecules 2025 dataset.

```
8
Properties=species:S:1:pos:R:3
C -0.298 -0.307 -2.613
C -0.079 0.074 -1.392
C -1.669 -2.038 -0.782
O -0.670 -0.834 -3.576
Br -0.470 -3.337 -0.346
I -0.869 1.889 -1.074
I -2.881 -1.340 0.711
H 0.870 -0.084 -0.775
```

Gap between HOMO and LUMO (spin up / spin down) ... 7.226 / 7.226 eV
HOMO (spin up / spin down) ... -8.273 / -8.273 eV
ΔE to the lowest compared entry with this formula, charge and spin ... 73.26 kcal/mol

[8]
The following is a quantum chemistry calculation of C3HBrN4 in the gas phase in a non-equilibrium geometry, from the Open Molecules 2025 dataset.

```
9
Properties=species:S:1:pos:R:3
C -1.366 0.215 -1.844
C -0.523 -0.155 -0.889
C 0.706 0.570 1.357
N -2.120 0.622 -2.634
N 0.027 1.493 0.900
N 0.899 -0.694 0.876
N 0.248 -0.931 -0.231
Br 1.706 0.771 3.015
H 0.423 -1.892 -0.549
```

Gap between HOMO and LUMO (spin up / spin down) ... 7.589 / 7.686 eV
HOMO (spin up / spin down) ... -9.793 / -9.635 eV
ΔE to the lowest compared entry with this formula, charge and spin ... 119.28 kcal/mol

[9]
The following is a quantum chemistry calculation of 2 unconnected molecules or ions with the total composition C3HCl2NO in a non-equilibrium geometry, from the Open Molecules 2025 dataset.

```
8
Properties=species:S:1:pos:R:3
C 0.209 1.948 -0.529
C 0.865 -0.098 0.336
C -0.483 -0.804 0.158
N -0.124 2.672 -1.399
O 1.963 -0.334 0.731
Cl -0.114 -2.482 0.188
Cl -1.516 -0.216 1.387
H -0.801 -0.685 -0.872
```

Gap between HOMO and LUMO ... 9.560 eV
HOMO ... -11.027 eV
ΔE to the lowest compared entry with this formula, charge and spin ... 62.20 kcal/mol

[10]
The following is a quantum chemistry calculation of 2 unconnected molecules or ions with the total composition C3HCl2NOS in a non-equilibrium geometry, from the Open Molecules 2025 dataset.

```
9
Properties=species:S:1:pos:R:3
O 3.247 -0.447 2.260
C 2.790 0.194 1.439
C 2.243 0.644 0.305
Cl 3.209 0.772 -1.183
Cl 0.924 1.798 0.365
N 1.602 -1.601 -1.818
C 1.180 -1.624 -0.692
S 0.477 -2.104 0.588
H 1.507 -1.124 -2.738
```

SMILES string ... O=C=C(Cl)Cl.N=C=S
Gap between HOMO and LUMO ... 8.359 eV
HOMO ... -8.919 eV
ΔE to the lowest compared entry with this formula, charge and spin ... 45.06 kcal/mol

[11]
The following is a quantum chemistry calculation of 2 unconnected molecules or ions with the total composition C3HClF4 in a non-equilibrium geometry, from the Open Molecules 2025 dataset.

```
9
Properties=species:S:1:pos:R:3
C 1.222 -0.704 0.646
C 0.646 -1.655 -0.036
C -0.958 1.439 -0.137
F 1.089 -2.894 -0.071
F -0.334 -1.525 -0.968
F -2.041 1.467 0.704
F -1.402 1.197 -1.345
Cl 0.175 2.644 -0.019
H 1.604 0.031 1.225
```

Gap between HOMO and LUMO (spin up / spin down) ... 9.548 / 8.387 eV
HOMO (spin up / spin down) ... -10.021 / -9.300 eV
ΔE to the lowest compared entry with this formula, charge and spin ... 101.81 kcal/mol

[12]
The following is a quantum chemistry calculation of a molecular structure, C3HClFNO in a non-equilibrium geometry, from the Open Molecules 2025 dataset.

```
8
Properties=species:S:1:pos:R:3
C -0.460 -0.805 0.318
C -0.083 -0.616 -0.936
C 0.584 0.937 0.325
H -0.105 -1.155 -1.792
N 0.518 0.535 -0.984
O -0.072 0.126 1.020
F -1.328 -1.532 1.054
Cl 0.946 2.511 0.995
```

Gap between HOMO and LUMO ... 9.981 eV
HOMO ... -9.384 eV
ΔE to the lowest compared entry with this formula, charge and spin ... 34.80 kcal/mol